Record 1
Density functional theory data (ωB97M-V/def2-TZVPD) for C19H60AsF6O11 as an isolated structure.

## Properties
largest force on an atom = 2.67 eV/A
relative energy (zero: lowest compared OMol25 entry of this formula, charge and spin) = 195.1 kJ/mol
HOMO-LUMO gap = 9.43 eV
total charge = -1
lowest unoccupied orbital energy = 2.251 eV

Structure (XYZ):
```
97
C19H60AsF6O11 ωB97M-V/def2-TZVPD
As 0.10 0.50 0.05
F -1.22 0.82 -1.18
F -0.91 1.13 1.40
F 1.48 0.06 1.22
F 1.12 -0.01 -1.29
F 0.80 2.16 -0.08
F -0.58 -1.15 0.32
C 2.62 3.77 -3.40
C 2.61 4.90 -2.33
C 3.48 4.51 -1.08
O 3.21 6.01 -2.84
H 2.23 3.96 -4.40
H 2.01 2.93 -3.06
H 3.65 3.43 -3.38
H 1.57 5.07 -2.04
H 3.50 5.37 -0.41
H 4.53 4.29 -1.23
H 3.06 3.67 -0.51
H 2.94 6.08 -3.76
C 2.22 -3.19 0.27
C 1.88 -4.26 1.30
C 1.02 -3.69 2.42
O 1.17 -5.29 0.73
H 1.37 -2.67 -0.19
H 2.73 -3.62 -0.59
H 2.93 -2.46 0.65
H 2.84 -4.63 1.67
H 0.37 -2.93 1.98
H 1.66 -3.05 3.03
H 0.47 -4.40 3.03
H 1.54 -6.11 1.05
C -5.64 -1.80 2.57
C -4.41 -0.96 2.46
C -4.09 -0.40 1.07
O -4.69 0.17 3.26
H -6.46 -1.21 2.13
H -5.72 -2.03 3.63
H -5.57 -2.68 1.93
H -3.49 -1.41 2.83
H -4.90 0.19 0.64
H -3.85 -1.22 0.39
H -3.23 0.27 1.03
H -4.01 0.81 3.06
C -1.52 -3.74 -1.17
C -2.30 -4.10 0.14
C -3.70 -4.44 -0.19
O -1.65 -5.21 0.75
H -1.41 -4.56 -1.89
H -0.49 -3.45 -0.96
H -2.00 -2.87 -1.62
H -2.40 -3.24 0.81
H -4.08 -3.49 -0.56
H -4.32 -4.68 0.67
H -3.80 -5.19 -0.98
H -0.69 -5.09 0.79
C 4.51 1.79 2.72
O 4.19 0.48 2.24
H 5.46 1.81 3.26
H 4.58 2.55 1.94
H 3.78 2.10 3.47
H 3.44 0.47 1.65
C -0.68 1.84 -3.92
O -1.16 2.24 -5.18
H 0.41 1.80 -3.94
H -0.87 2.50 -3.07
H -1.17 0.92 -3.60
H -0.98 1.52 -5.79
C 4.24 -0.10 -1.45
O 5.52 -0.27 -2.03
H 4.15 0.94 -1.13
H 3.40 -0.36 -2.10
H 4.21 -0.78 -0.60
H 6.11 -0.13 -1.28
C -0.94 -0.20 4.67
O -0.29 -0.76 5.78
H -1.14 -1.01 3.97
H -1.88 0.30 4.90
H -0.24 0.46 4.16
H -0.18 -0.09 6.46
C -3.11 3.17 2.38
O -2.68 1.93 2.90
H -2.70 3.40 1.39
H -4.18 3.33 2.30
H -2.82 3.99 3.03
H -1.91 1.67 2.38
C -1.73 4.57 -1.27
O -0.65 4.55 -0.35
H -2.49 5.29 -0.97
H -1.51 4.77 -2.32
H -2.15 3.56 -1.32
H -0.24 3.69 -0.45
C 1.53 -2.00 -4.19
O 1.88 -1.98 -5.57
H 1.26 -0.98 -3.91
H 0.62 -2.57 -3.99
H 2.28 -2.42 -3.53
H 2.16 -2.86 -5.82
```


Record 2
Density functional theory data (ωB97M-V/def2-TZVPD) for a 11-piece molecular cluster, C19H60N6O11 overall.

## Properties
largest force on an atom = 11.58 eV/A
relative energy (zero: lowest compared OMol25 entry of this formula, charge and spin) = 605.6 kJ/mol
HOMO-LUMO gap = 8.62 eV
SMILES = NC(N)=O.NC(N)=O.NC(N)=O.CC(C)O.CC(C)O.CC(C)O.CC(C)O.CO.CO.CO.CO
total charge = 0
lowest unoccupied orbital energy = 0.139 eV

Structure (XYZ):
```
96
C19H60N6O11 ωB97M-V/def2-TZVPD
N -2.59 4.98 -0.33
C -3.41 4.13 -0.91
N -4.63 4.35 -0.58
O -3.02 3.10 -1.70
H -1.60 4.86 -0.44
H -2.91 5.76 0.24
H -5.39 3.80 -1.01
H -4.86 5.29 -0.25
N -2.71 -1.87 1.70
C -1.44 -2.28 1.87
N -1.31 -2.88 3.03
O -0.41 -2.09 0.98
H -2.86 -1.27 0.86
H -3.48 -1.94 2.36
H -2.11 -3.18 3.66
H -0.35 -3.20 3.23
N -2.91 -3.28 -3.73
C -3.86 -2.51 -4.23
N -4.30 -1.71 -3.32
O -4.27 -2.65 -5.54
H -2.61 -3.95 -4.48
H -2.35 -3.22 -2.85
H -5.09 -1.10 -3.52
H -3.90 -1.58 -2.36
C 3.70 -4.60 1.86
C 3.98 -3.31 1.09
C 2.66 -2.67 0.64
O 4.71 -2.43 1.58
H 4.37 -5.43 1.57
H 2.67 -4.96 1.76
H 3.87 -4.41 2.89
H 4.57 -3.51 0.18
H 2.20 -3.38 -0.04
H 2.78 -1.85 0.10
H 2.10 -2.36 1.53
H 5.67 -2.42 1.28
C 0.75 -0.17 -1.63
C -0.35 0.80 -2.21
C -1.28 0.16 -3.20
O -1.05 1.22 -1.28
H 1.43 -0.50 -2.50
H 0.24 -1.10 -1.19
H 1.25 0.19 -0.72
H 0.18 1.52 -2.90
H -2.01 0.92 -3.59
H -1.79 -0.70 -2.76
H -0.71 -0.14 -4.07
H -1.64 1.89 -1.64
C 4.07 0.37 -1.26
C 4.23 0.70 0.19
C 4.94 2.05 0.48
O 3.17 0.61 0.91
H 3.34 1.05 -1.70
H 3.83 -0.69 -1.52
H 5.09 0.49 -1.64
H 4.93 -0.07 0.64
H 4.37 2.96 0.08
H 5.94 2.00 -0.04
H 5.15 2.18 1.54
H 2.79 -0.27 0.85
C 1.27 2.67 3.42
C 1.51 1.14 3.67
C 0.77 0.28 2.71
O 2.73 0.91 3.56
H 1.86 2.99 2.65
H 1.49 3.41 4.19
H 0.27 2.68 3.12
H 1.10 0.90 4.68
H 1.01 -0.73 2.79
H 0.79 0.64 1.64
H -0.31 0.30 3.00
H 2.93 1.08 2.65
C -2.27 1.73 1.75
O -2.75 1.66 3.12
H -2.90 2.15 0.98
H -2.02 0.78 1.32
H -1.45 2.42 1.70
H -2.59 2.58 3.50
C -4.08 0.22 -0.89
O -2.96 -0.51 -0.58
H -3.88 0.65 -1.85
H -4.12 1.09 -0.26
H -5.00 -0.31 -0.87
H -2.21 0.00 -0.94
C -0.24 -3.45 -2.14
O -1.38 -3.13 -1.39
H -0.37 -4.39 -2.65
H 0.70 -3.66 -1.50
H -0.02 -2.81 -2.90
H -1.15 -2.56 -0.67
C 1.26 3.39 -0.32
O -0.14 3.43 -0.19
H 1.64 3.77 -1.28
H 1.57 2.36 -0.05
H 1.61 4.09 0.48
H -0.44 2.56 -0.45
```


Record 3
Density functional theory data (ωB97M-V/def2-TZVPD) for a 11-piece molecular cluster, C19H61BF4N17O10 overall.

## Properties
largest force on an atom = 2.37 eV/A
HOMO-LUMO gap = 9.13 eV
total charge = -1
lowest unoccupied orbital energy = 1.973 eV

Structure (XYZ):
```
112
C19H61BF4N17O10 ωB97M-V/def2-TZVPD
B 1.59 0.07 0.46
F 1.72 0.27 -0.94
F 2.60 0.79 1.14
F 0.37 0.59 0.88
F 1.71 -1.27 0.79
C 1.19 -3.82 -3.82
C 1.67 -2.75 -2.83
C 2.40 -1.62 -3.56
O 1.54 -1.10 -4.59
C 1.47 0.33 -4.61
N 0.50 -2.24 -2.15
H 0.34 -3.46 -4.40
H 0.79 -4.68 -3.28
H 1.91 -4.13 -4.57
H 2.26 -3.27 -2.08
H 3.26 -2.03 -4.09
H 2.80 -0.93 -2.82
H 0.69 0.52 -3.86
H 0.99 0.65 -5.53
H 2.40 0.82 -4.35
H 0.67 -1.40 -1.62
H -0.17 -1.94 -2.84
C -4.59 5.24 0.59
C -4.71 4.43 1.90
C -3.36 4.12 2.57
O -2.37 3.57 1.72
C -2.69 2.24 1.29
N -5.54 5.22 2.80
H -3.85 4.73 -0.02
H -4.31 6.29 0.69
H -5.48 5.21 -0.04
H -5.29 3.50 1.85
H -3.56 3.43 3.39
H -2.92 5.01 3.01
H -1.79 1.91 0.77
H -3.57 2.14 0.65
H -2.80 1.61 2.18
H -5.60 4.85 3.74
H -6.50 5.31 2.49
C -2.23 -1.16 0.06
C -3.28 -2.11 -0.55
C -3.10 -2.26 -2.08
O -3.10 -0.98 -2.69
C -2.64 -0.96 -4.04
N -3.15 -3.44 0.10
H -1.24 -1.61 0.00
H -2.47 -0.91 1.09
H -2.28 -0.26 -0.55
H -4.29 -1.76 -0.35
H -4.03 -2.70 -2.47
H -2.30 -2.95 -2.34
H -1.61 -1.31 -4.06
H -2.75 0.07 -4.39
H -3.34 -1.56 -4.63
H -3.10 -3.35 1.11
H -2.19 -3.77 -0.04
C 3.61 -1.32 4.11
O 4.08 -1.47 5.24
N 2.78 -2.21 3.52
N 4.07 -0.36 3.24
H 2.69 -2.99 4.16
H 2.17 -1.93 2.78
H 3.53 -0.15 2.41
H 4.75 0.34 3.47
C 5.14 -2.04 -0.52
O 6.13 -2.66 -0.92
N 3.97 -2.60 -0.15
N 5.08 -0.69 -0.58
H 3.86 -3.58 0.00
H 3.15 -2.04 0.06
H 5.92 -0.17 -0.74
H 4.25 -0.19 -0.32
C 0.68 3.02 3.85
O 0.07 3.63 4.75
N 1.65 2.15 4.19
N 0.37 3.08 2.55
H 2.37 1.76 3.60
H 1.74 2.01 5.18
H 0.70 2.34 1.94
H -0.54 3.48 2.36
C -0.76 -2.03 3.59
O -1.23 -2.92 2.86
N -0.37 -2.27 4.88
N -0.57 -0.78 3.18
H -0.45 -3.20 5.23
H -0.14 -1.56 5.55
H -0.63 -0.16 3.97
H -0.39 -0.68 2.19
C -1.16 3.04 -2.86
O -0.25 3.85 -2.68
N -2.10 3.19 -3.81
N -1.28 1.94 -2.08
H -2.01 3.97 -4.44
H -2.98 2.71 -3.74
H -2.09 1.35 -2.21
H -0.52 1.79 -1.44
C 0.65 -5.12 0.57
O 0.47 -5.93 1.47
N -0.04 -3.94 0.48
N 1.38 -5.38 -0.53
H -0.70 -3.69 1.22
H 0.20 -3.23 -0.21
H 1.82 -6.24 -0.78
H 1.34 -4.68 -1.25
C 3.13 3.60 -1.17
O 3.67 4.66 -1.48
N 2.45 3.47 -0.01
N 3.12 2.47 -1.92
H 2.51 4.29 0.56
H 1.98 2.61 0.19
H 3.40 2.60 -2.88
H 2.60 1.65 -1.65
```


Record 4
Density functional theory data (ωB97M-V/def2-TZVPD) for a 13-piece molecular cluster, C19H62BrNO15P overall.

## Properties
largest force on an atom = 9.07 eV/A
HOMO-LUMO gap = 7.24 eV
total charge = +1
lowest unoccupied orbital energy = -4.125 eV

Structure (XYZ):
```
99
C19H62BrNO15P ωB97M-V/def2-TZVPD
C 1.06 0.72 -1.06
C 0.58 -0.48 -0.30
N 0.30 -0.50 1.21
C 1.68 -0.78 1.84
C 2.22 -2.30 1.63
O 2.30 -3.08 2.75
Br 2.86 -3.16 -0.06
O -0.02 0.73 1.66
C -1.35 1.18 1.29
C -2.43 1.24 2.57
P -0.92 -1.77 1.66
C -0.70 -2.26 3.53
O -0.69 -3.20 0.64
H 0.83 0.76 -2.23
H 1.60 1.65 -0.60
H 0.46 -1.48 -0.94
H 2.43 -0.06 1.26
H 1.71 -0.43 2.98
H -1.87 0.63 0.40
H -1.24 2.32 0.96
H -3.32 0.49 2.38
H -1.90 1.07 3.61
H -2.91 2.34 2.63
H -1.72 -1.98 4.05
H -0.61 -3.43 3.57
H 0.20 -1.70 4.04
H -0.66 -4.03 1.21
C 0.98 3.91 -3.87
O 1.23 2.64 -3.29
H 0.78 4.63 -3.07
H 1.84 4.23 -4.44
H 0.10 3.84 -4.51
H 1.40 2.02 -4.02
C -3.01 -5.32 -1.17
O -1.76 -5.47 -1.82
H -3.77 -5.85 -1.73
H -2.94 -5.73 -0.16
H -3.27 -4.26 -1.12
H -1.10 -4.98 -1.30
C -6.39 -5.86 0.61
O -5.44 -4.84 0.83
H -6.04 -6.52 -0.19
H -6.52 -6.44 1.53
H -7.35 -5.41 0.31
H -5.79 -4.27 1.54
C 0.50 -3.34 -3.93
O 0.12 -4.70 -4.10
H 1.05 -3.01 -4.82
H -0.39 -2.73 -3.81
H 1.14 -3.25 -3.05
H -0.36 -4.96 -3.30
C -0.31 6.04 -6.76
O 0.75 6.25 -5.85
H -1.26 6.01 -6.21
H -0.34 6.86 -7.48
H -0.17 5.08 -7.27
H 1.57 6.27 -6.36
C -0.48 2.15 -6.86
O 0.79 2.77 -6.83
H -1.08 2.53 -6.03
H -0.98 2.38 -7.80
H -0.36 1.07 -6.75
H 1.30 2.41 -7.58
C 5.31 -0.14 1.96
O 4.93 -0.37 0.62
H 4.91 0.83 2.28
H 4.90 -0.93 2.60
H 6.40 -0.13 2.04
H 5.30 -1.23 0.36
C -5.67 -2.73 -1.93
O -6.98 -2.19 -1.98
H -5.37 -2.85 -0.89
H -5.65 -3.70 -2.43
H -4.97 -2.04 -2.43
H -7.21 -2.09 -2.92
C 4.02 -2.65 5.94
O 2.71 -2.12 5.90
H 4.32 -2.78 6.99
H 4.04 -3.63 5.44
H 4.71 -1.97 5.45
H 2.48 -2.02 4.96
C 5.44 -2.84 10.43
O 5.31 -3.62 9.26
H 6.48 -2.49 10.51
H 4.77 -1.98 10.38
H 5.20 -3.45 11.31
H 4.38 -3.92 9.22
C 2.02 9.85 -5.13
O 2.36 8.70 -4.38
H 2.75 10.64 -4.92
H 2.03 9.62 -6.19
H 1.03 10.20 -4.83
H 1.69 8.02 -4.59
C -2.17 4.90 4.40
O -2.55 3.54 4.23
H -1.62 5.23 3.51
H -3.06 5.51 4.52
H -1.52 4.99 5.27
H -3.03 3.28 5.03
```